Entry 1:
The following is a quantum chemistry calculation of C22H25N2O2S4Tc as an isolated structure, from the OMol25 dataset.

Computed properties:
F_max	3.09	eV/Å
ΔE to the lowest compared entry with this formula, charge and spin	77.0	kJ/mol
LUMO (alpha / beta)	-11.3 / -12.7	eV
electronic energy	-2785.82545	Eh
highest occupied orbital energy (alpha / beta)	-16.8578 / -16.8534	eV
Kohn-Sham gap (alpha / beta)	5.6 / 4.1	eV

The geometry in ORCA input format:
```
! RIJCOSX wB97M-V def2-TZVPD def2/J DEFGRID3
* xyz 3 4
Tc 0.33386 -0.31830 -1.15860
C -1.44138 0.58371 6.65053
C -0.88850 0.08663 5.37893
C -1.66652 0.06744 4.20994
C -1.11852 -0.32358 3.00479
C 0.20939 -0.72709 2.96922
C 1.00113 -0.74677 4.11000
C 0.44554 -0.35220 5.31176
S 0.97566 -0.96454 1.39494
O 0.18093 -1.77626 0.41746
O 2.35194 -1.29577 1.45703
N 0.75058 0.45504 0.55765
C 1.32986 1.67195 0.57273
C 1.99277 2.29046 1.63164
C 2.42302 3.60933 1.49966
C 2.20222 4.32358 0.33923
C 1.59986 3.70818 -0.78591
C 1.38009 4.35261 -2.01993
C 0.84046 3.62156 -3.06008
C 0.54010 2.27396 -2.87821
N 0.68889 1.64154 -1.71836
C 1.19564 2.35587 -0.67685
H -2.47387 0.90007 6.55082
H -0.84183 1.41223 7.03737
H -1.37135 -0.18358 7.42554
H -2.70040 0.37414 4.25816
H -1.69838 -0.32130 2.09230
H 2.02838 -1.07172 4.04216
H 1.04216 -0.37069 6.21125
H 2.15700 1.74381 2.54947
H 2.92868 4.08091 2.33164
H 2.50414 5.35787 0.26135
H 1.63789 5.39474 -2.14154
H 0.65187 4.07130 -4.02143
H 0.18780 1.68448 -3.71245
C -2.05397 -3.15466 -1.36566
C -2.87113 -1.93795 -1.76914
S -1.97851 -0.34217 -2.07422
C -1.76118 -0.35015 -3.90719
C -0.66857 -1.26018 -4.41841
S 0.86730 -1.20738 -3.37014
C 1.33037 -2.97911 -3.33346
C 0.53268 -3.84853 -2.37551
S -1.24772 -4.02111 -2.75957
H -2.74422 -3.89615 -0.94737
H -1.30773 -2.90171 -0.60996
H -3.55802 -1.69466 -0.95607
H -3.47104 -2.13600 -2.66041
H -1.58215 0.69879 -4.14377
H -2.72123 -0.62340 -4.34856
H -0.36137 -0.97289 -5.42679
H -1.00682 -2.29404 -4.43799
H 2.37946 -2.98484 -3.02589
H 1.27948 -3.33642 -4.36416
H 0.63141 -3.50282 -1.34545
H 0.93387 -4.86423 -2.45251
*
```



Entry 2:
The following is a quantum chemistry calculation of a 2-piece molecular cluster, C4H12 overall, from the OMol25 dataset.

Computed properties:
F_max	3.06	eV/Å
ΔE to the lowest compared entry with this formula, charge and spin	57.1	kJ/mol
LUMO	1.2	eV
electronic energy	-159.56323	Eh
highest occupied orbital energy	-11.2366	eV
Kohn-Sham gap	12.4	eV

The geometry in ORCA input format:
```
! RIJCOSX wB97M-V def2-TZVPD def2/J DEFGRID3
* xyz 0 1
C -1.88692 -0.20651 1.36435
C -0.84316 -1.34225 1.56746
H -1.58711 0.50568 0.59911
H -2.80433 -0.67560 1.01127
H -2.02605 0.33827 2.29542
H -0.15941 -1.18524 0.73295
H -1.22229 -2.35052 1.44589
H -0.24336 -1.27718 2.47174
C 0.86031 1.12449 -1.89425
C 1.76022 0.39259 -0.89918
H 0.26756 0.44074 -2.51597
H 0.37164 2.04303 -1.59909
H 1.49485 1.42178 -2.75248
H 1.22488 -0.29899 -0.26030
H 2.17119 1.18708 -0.26406
H 2.62199 -0.11736 -1.30286
*
```



Entry 3:
The following is a quantum chemistry calculation of one molecule with the formula C18H25N5O, from the OMol25 dataset.

Computed properties:
F_max	0.67	eV/Å
ΔE to the lowest compared entry with this formula, charge and spin	60.2	kJ/mol
LUMO	0.7	eV
electronic energy	-1049.96306	Eh
highest occupied orbital energy	-7.6790	eV
Kohn-Sham gap	8.4	eV

The geometry in ORCA input format:
```
! RIJCOSX wB97M-V def2-TZVPD def2/J DEFGRID3
* xyz 0 1
C 3.23152 3.17191 0.19462
C 4.06547 1.93026 0.10644
N 3.41742 0.78125 -0.02034
C 4.13523 -0.35678 -0.12110
N 5.47021 -0.38965 -0.09956
C 6.12096 0.74921 0.03039
C 5.45094 1.96930 0.13918
H 5.98616 2.89934 0.24626
C 7.61550 0.68049 0.05645
H 8.03232 1.26903 -0.75930
H 7.99286 1.08594 0.99386
H 7.93038 -0.35344 -0.04414
N 3.53995 -1.55814 -0.28213
C 2.25348 -1.74705 -0.27040
N 1.83052 -3.03433 -0.43293
H 0.92048 -3.18220 -0.83849
H 2.56515 -3.66144 -0.71811
N 1.34400 -0.76170 -0.09465
C -0.03979 -0.82009 0.04189
C -0.78852 0.27543 -0.38080
C -2.16589 0.29273 -0.26352
C -2.83256 -0.79672 0.28860
C -2.08231 -1.88410 0.73888
C -0.70908 -1.89744 0.62550
H -0.14991 -2.72947 1.02321
H -2.60503 -2.71283 1.18965
O -4.18016 -0.89756 0.44476
C -4.99791 0.17865 0.02652
C -6.43984 -0.21732 0.33104
H -6.64841 -1.15029 -0.19639
H -6.51004 -0.42382 1.40085
C -7.49513 0.82774 -0.05292
C -7.52127 1.09334 -1.55703
H -7.60501 0.16124 -2.11084
H -8.37331 1.71976 -1.81122
H -6.61899 1.60815 -1.87776
C -7.31687 2.13502 0.71699
H -8.16456 2.79263 0.53827
H -6.41637 2.65482 0.39930
H -7.25026 1.94596 1.78578
H -8.46550 0.40228 0.22909
H -4.86305 0.35278 -1.04883
H -4.72316 1.08933 0.57407
H -2.70653 1.16096 -0.60589
H -0.27918 1.12609 -0.80967
H 1.81879 0.15854 -0.07253
H 2.24512 2.93564 0.58612
H 3.11288 3.60132 -0.80041
H 3.71158 3.91123 0.83094
*
```



Entry 4:
The following is a quantum chemistry calculation of C46H79BBrClIN2O24P2S as an isolated structure, from the OMol25 dataset.

Computed properties:
F_max	7.44	eV/Å
LUMO	-2.3	eV
electronic energy	-8152.55864	Eh
highest occupied orbital energy	-9.1963	eV
Kohn-Sham gap	6.9	eV

The geometry in ORCA input format:
```
! RIJCOSX wB97M-V def2-TZVPD def2/J DEFGRID3
* xyz 1 1
C 2.13350 4.78917 4.18417
C 2.16069 3.99365 3.14132
N 1.86281 3.06182 1.98153
C 1.97853 1.58320 2.26571
B 3.10175 0.95248 1.18914
O 3.91631 -0.23555 1.51629
C 3.35930 1.39607 -0.35570
C 4.77852 0.77202 -0.93394
C 2.57053 1.16225 3.70603
I 4.68889 1.74050 4.05668
C 1.70906 1.45811 5.03147
C 2.55194 2.00994 6.32153
C 0.64015 0.71311 1.86714
Br -0.98387 1.10797 3.00020
C 0.72182 -0.88170 1.92790
C 0.10069 -1.58763 3.27960
C -0.25233 -1.43544 0.71026
C -0.53897 -3.05225 0.84097
C 0.82155 -3.93630 0.88681
O 0.31705 1.06285 0.50344
C -0.03176 2.42367 0.23081
O -1.49981 2.63569 0.17813
P 0.38266 2.60917 -1.67645
C 0.23404 0.86366 -2.49946
C -1.09620 3.53861 -2.51951
C 0.72920 3.56883 1.14690
C -0.23981 4.69946 1.74508
C -1.02779 4.50510 3.11471
C -2.62999 4.18536 2.97293
C -3.43257 5.61595 3.13634
S -3.94337 5.98188 4.88170
O -4.79277 7.25772 4.81647
O -4.73031 4.85263 5.52287
Cl -2.26874 6.36678 6.05610
P 1.60869 4.65313 -0.24280
N 0.50207 5.85200 -0.90031
O 2.83529 5.65486 0.53075
H 1.95908 5.55917 5.01279
H 2.74663 3.26854 1.43370
H 3.60519 -0.95650 0.90600
H 3.46924 2.52659 -0.53760
H 2.54804 0.87611 -0.98793
H 4.70473 -0.36972 -1.10064
H 5.02912 1.35874 -1.91404
H 5.56667 1.04194 -0.11484
H 2.63367 -0.00683 3.68418
H 0.87985 2.26570 4.86739
H 1.12896 0.53931 5.45863
H 1.74657 2.10489 7.16755
H 3.31267 1.24252 6.73122
H 2.96918 3.07030 6.18532
H 1.70102 -1.42972 1.75867
H -1.03483 -1.77505 3.20985
H 0.56901 -2.66056 3.31860
H 0.44726 -1.08896 4.25305
H 0.27839 -1.35341 -0.32832
H -1.29276 -0.94504 0.72849
H -1.30424 -3.30544 1.65930
H -1.05871 -3.32840 -0.16912
H 0.60448 -4.89261 0.25310
H 1.15319 -4.25048 1.94048
H 1.61852 -3.34387 0.29290
H -1.85679 1.71280 0.12884
H -0.31140 0.10218 -1.83257
H -0.29370 0.99574 -3.52962
H 1.32375 0.54157 -2.76705
H -1.88058 2.73221 -2.82637
H -0.64349 4.06807 -3.44261
H -1.54959 4.34559 -1.83903
H -1.06298 5.01413 0.97383
H 0.40095 5.67503 1.84967
H -1.00635 5.54171 3.66179
H -0.50332 3.79672 3.88124
H -2.93291 3.78806 1.94115
H -2.93646 3.45699 3.83001
H -4.39419 5.53198 2.47990
H -2.72357 6.41914 2.69446
H 0.51680 6.70374 -0.29964
H 0.79473 6.17373 -1.84024
H 3.59137 5.67807 -0.12203
C -2.83417 -0.37444 -7.99145
C -2.23854 0.96345 -7.61482
C -0.90973 1.23918 -8.25079
O -0.31911 2.14791 -7.33047
C -0.86263 1.86932 -6.11036
O -0.46318 2.31922 -5.06627
O -1.91603 1.00965 -6.22777
H -2.11049 -1.18465 -7.85100
H -3.68971 -0.60592 -7.35211
H -3.16025 -0.37884 -9.03359
H -2.95768 1.76446 -7.81729
H -1.00393 1.69324 -9.23981
H -0.26711 0.35582 -8.32528
C 5.55506 -5.14687 -2.61797
C 5.57663 -4.86392 -1.13244
C 4.78786 -5.84148 -0.31346
O 4.45219 -5.07132 0.83321
C 4.41415 -3.77089 0.42672
O 3.98591 -2.86126 1.08939
O 4.92087 -3.63597 -0.83269
H 4.53122 -5.28766 -2.98049
H 5.96978 -4.30247 -3.17427
H 6.13189 -6.04369 -2.85423
H 6.61101 -4.78379 -0.78001
H 5.37107 -6.72165 -0.03336
H 3.85997 -6.16829 -0.79416
C 5.73617 3.57344 -7.22128
C 5.30406 2.88660 -5.94488
C 5.82034 3.53884 -4.69644
O 5.83258 2.45826 -3.77331
C 6.00016 1.31973 -4.51453
O 6.23840 0.23402 -4.05562
O 5.86573 1.58200 -5.84798
H 6.81857 3.73938 -7.23599
H 5.50423 2.95015 -8.08847
H 5.23689 4.53819 -7.33537
H 4.21324 2.78219 -5.92455
H 5.17046 4.34315 -4.34355
H 6.84114 3.92310 -4.79225
C -4.23147 -3.89525 4.92509
C -4.49638 -4.55879 3.59232
C -4.26911 -6.03947 3.59649
O -3.97292 -6.30541 2.23236
C -3.42850 -5.16004 1.72611
O -2.89382 -5.07530 0.65361
O -3.56748 -4.12263 2.60541
H -3.25291 -4.18322 5.32422
H -4.21599 -2.80781 4.81544
H -4.99620 -4.16600 5.65632
H -5.50188 -4.30472 3.23834
H -5.15117 -6.59846 3.91761
H -3.41146 -6.34895 4.20321
C -3.04350 -10.23083 7.63125
C -2.52038 -9.04272 6.85513
C -1.03785 -9.06678 6.62858
O -0.73312 -7.68671 6.48026
C -1.67643 -7.00338 7.19273
O -1.62486 -5.82782 7.44034
O -2.68449 -7.83507 7.59109
H -2.46837 -10.38949 8.54954
H -4.07916 -10.06223 7.93689
H -2.99564 -11.14239 7.03145
H -3.07116 -8.93654 5.91345
H -0.75916 -9.62467 5.73154
H -0.47051 -9.45655 7.48002
C -6.90006 2.47550 -4.83078
C -5.98346 2.93681 -5.94193
C -6.51955 4.09129 -6.73551
O -5.86466 3.92739 -7.98596
C -5.60636 2.59352 -8.11546
O -5.22418 2.06611 -9.13114
O -5.84326 1.93390 -6.94260
H -7.91841 2.31143 -5.19858
H -6.55758 1.52066 -4.42393
H -6.93813 3.21061 -4.02383
H -4.98552 3.15035 -5.54204
H -6.27130 5.05778 -6.29079
H -7.60059 4.04420 -6.90258
*
```



Entry 5:
The following is a quantum chemistry calculation of one molecule with the formula C6H4N2, from the OMol25 dataset.

Computed properties:
F_max	7.97	eV/Å
ΔE to the lowest compared entry with this formula, charge and spin	434.1	kJ/mol
LUMO	-1.5	eV
electronic energy	-340.35438	Eh
highest occupied orbital energy	-9.2742	eV
Kohn-Sham gap	7.7	eV

The geometry in ORCA input format:
```
! RIJCOSX wB97M-V def2-TZVPD def2/J DEFGRID3
* xyz 0 1
C 0.58335 -0.80363 -0.40676
C 0.46550 -0.92062 1.73260
C -0.39960 0.15147 1.35446
C -0.25072 0.36087 -0.04831
C -0.86489 1.08096 -1.03794
C -1.33558 1.86933 -1.76290
H 1.95785 -1.25934 -1.31258
H 0.33549 -1.12843 2.78588
H -0.85498 0.79378 2.27756
H -1.93913 1.96648 -2.78332
N 1.27910 -0.57027 -1.49726
N 1.02360 -1.54061 0.69858
*
```



Entry 6:
The following is a quantum chemistry calculation of one molecule with the formula C9H12ClNO, from the OMol25 dataset.

Computed properties:
F_max	4.74	eV/Å
ΔE to the lowest compared entry with this formula, charge and spin	0.0	kJ/mol
LUMO	0.7	eV
electronic energy	-940.28922	Eh
highest occupied orbital energy	-9.2536	eV
Kohn-Sham gap	10.0	eV

The geometry in ORCA input format:
```
! RIJCOSX wB97M-V def2-TZVPD def2/J DEFGRID3
* xyz 0 1
C -0.10707 -1.87477 -2.76968
C -1.11989 -1.96361 -1.81784
C 1.14181 -1.32255 -2.45651
C -0.98285 -1.32120 -0.59363
C 1.28923 -0.70778 -1.19836
C 0.22960 -0.63435 -0.30238
C -1.28236 1.70307 1.20493
C -0.62117 0.46100 1.88002
C 0.57663 -0.19019 1.06605
N 1.69459 0.85112 1.07641
O -0.16322 0.89197 3.11758
Cl 1.14745 -1.57811 1.92914
H -0.17001 -2.36703 -3.75577
H -2.15884 -2.40485 -1.94298
H 1.89351 -1.37275 -3.12836
H -1.73187 -1.37885 0.12333
H 2.42005 -0.38874 -0.94361
H -1.69816 1.37346 0.19984
H -0.47785 2.52683 1.21290
H -2.03323 2.24944 1.87700
H -1.46162 -0.17846 2.01893
H 1.40268 1.66797 0.60017
H 1.85550 1.16628 2.10285
H -0.11392 0.15607 3.71460
*
```



Question: The highest electronic energy belongs to which entry?
Answer: C4H12



Question: The lowest F_max belongs to which entry?
Answer: C18H25N5O



Repeat the third record exactly.
The following is a quantum chemistry calculation of one molecule with the formula C18H25N5O, from the OMol25 dataset.

Computed properties:
F_max	0.67	eV/Å
ΔE to the lowest compared entry with this formula, charge and spin	60.2	kJ/mol
LUMO	0.7	eV
electronic energy	-1049.96306	Eh
highest occupied orbital energy	-7.6790	eV
Kohn-Sham gap	8.4	eV

The geometry in ORCA input format:
```
! RIJCOSX wB97M-V def2-TZVPD def2/J DEFGRID3
* xyz 0 1
C 3.23152 3.17191 0.19462
C 4.06547 1.93026 0.10644
N 3.41742 0.78125 -0.02034
C 4.13523 -0.35678 -0.12110
N 5.47021 -0.38965 -0.09956
C 6.12096 0.74921 0.03039
C 5.45094 1.96930 0.13918
H 5.98616 2.89934 0.24626
C 7.61550 0.68049 0.05645
H 8.03232 1.26903 -0.75930
H 7.99286 1.08594 0.99386
H 7.93038 -0.35344 -0.04414
N 3.53995 -1.55814 -0.28213
C 2.25348 -1.74705 -0.27040
N 1.83052 -3.03433 -0.43293
H 0.92048 -3.18220 -0.83849
H 2.56515 -3.66144 -0.71811
N 1.34400 -0.76170 -0.09465
C -0.03979 -0.82009 0.04189
C -0.78852 0.27543 -0.38080
C -2.16589 0.29273 -0.26352
C -2.83256 -0.79672 0.28860
C -2.08231 -1.88410 0.73888
C -0.70908 -1.89744 0.62550
H -0.14991 -2.72947 1.02321
H -2.60503 -2.71283 1.18965
O -4.18016 -0.89756 0.44476
C -4.99791 0.17865 0.02652
C -6.43984 -0.21732 0.33104
H -6.64841 -1.15029 -0.19639
H -6.51004 -0.42382 1.40085
C -7.49513 0.82774 -0.05292
C -7.52127 1.09334 -1.55703
H -7.60501 0.16124 -2.11084
H -8.37331 1.71976 -1.81122
H -6.61899 1.60815 -1.87776
C -7.31687 2.13502 0.71699
H -8.16456 2.79263 0.53827
H -6.41637 2.65482 0.39930
H -7.25026 1.94596 1.78578
H -8.46550 0.40228 0.22909
H -4.86305 0.35278 -1.04883
H -4.72316 1.08933 0.57407
H -2.70653 1.16096 -0.60589
H -0.27918 1.12609 -0.80967
H 1.81879 0.15854 -0.07253
H 2.24512 2.93564 0.58612
H 3.11288 3.60132 -0.80041
H 3.71158 3.91123 0.83094
*
```